# C18H25N4O6P2Ru

C18H25N4O6P2Ru as an isolated structure (ωB97M-V/def2-TZVPD, the Open Molecules 2025 dataset).

Each line ends with the natural charge from an NBO analysis.
Positions of all 56 atoms, in Å:
Ru 8.5262 12.1329 9.3796  0.85
N 7.0039 12.0935 11.0887  -0.86
C 5.7103 11.6550 10.4918  -0.34
C 5.7140 12.0976 9.0167  0.75
O 4.6946 12.6922 8.6278  -0.63
O 6.7391 11.7846 8.3709  -0.71
H 7.1865 11.5869 11.9935  0.40
H 6.8931 13.0807 11.3963  0.38
H 4.8678 12.0529 11.0765  0.21
H 5.6000 10.5458 10.5511  0.23
O 4.8242 19.3829 4.9691  -0.50
C 5.6105 20.2292 4.7081  1.01
O 6.2101 21.0831 4.1420  -0.51
C 6.4827 9.8767 4.8357  1.02
O 6.5695 8.8408 5.4161  -0.51
O 6.0753 10.8065 4.2131  -0.51
C 10.3030 11.4433 6.4754  -0.92
P 10.4693 12.1766 8.2235  1.03
C 11.5910 11.1660 9.3507  -0.93
C 11.1097 13.8016 7.9379  -0.46
C 12.2294 13.9623 7.1335  -0.17
C 12.8136 15.2623 7.1551  -0.24
C 12.3826 16.2281 8.0554  -0.26
C 11.2331 16.0195 8.8583  -0.13
C 10.5945 14.7816 8.8290  -0.41
P 9.1777 14.2377 9.8836  0.97
C 10.2070 13.8179 11.4233  -0.92
C 8.0007 15.5563 10.2648  -0.98
H 9.4412 11.9290 5.9289  0.25
H 10.0729 10.3626 6.5277  0.25
H 11.2267 11.5092 5.8679  0.24
H 12.5449 11.6461 9.4269  0.23
H 11.8304 10.1675 8.9741  0.26
H 11.1413 11.0804 10.3680  0.25
H 12.7603 13.1193 6.6084  0.22
H 13.6723 15.4213 6.4566  0.22
H 13.0042 17.1070 8.1415  0.22
H 10.9027 16.8226 9.4588  0.20
H 10.4454 14.7333 12.0000  0.24
H 11.1340 13.4785 10.9620  0.24
H 9.8353 12.9887 12.0433  0.22
H 8.4045 16.5591 9.8958  0.26
H 7.7541 15.5511 11.3320  0.24
H 7.0413 15.4302 9.6939  0.27
N 8.8643 7.6070 12.0149  -0.81
C 8.7887 8.1068 10.7674  0.39
C 8.9192 9.4794 10.6017  -0.25
N 8.4588 10.0140 9.4777  -0.62
C 8.1936 9.2211 8.3876  -0.15
C 8.3316 7.8199 8.6212  -0.02
N 8.6444 7.2306 9.7676  -0.57
H 8.9506 8.1484 12.8783  0.38
H 8.6316 6.6318 12.1664  0.40
H 9.0481 10.0982 11.4809  0.16
H 7.9847 9.6038 7.4165  0.21
H 8.2012 7.0474 7.8133  0.19

## Properties
HOMO level (alpha / beta) = -4.2 / -7.2 eV
charge = 0
molecular weight = 556.44 g/mol
multiplicity = 6
ΔE to the lowest compared entry with this formula, charge and spin = 24.6 kcal per mole
frontier orbital gap (alpha / beta) = 4.1755 / 5.6640 eV